C10H5Cl2NO2 | wB97M-V/def2-TZVPD

Geometry as XYZ:
```
20
Properties=species:S:1:pos:R:3
O 1.982 3.618 2.132
C 1.105 3.928 1.359
C 0.300 2.899 0.827
C 0.526 1.489 0.804
C -0.456 0.920 0.031
C -0.419 -0.528 -0.372
C 0.406 -1.386 0.438
C 0.512 -2.803 0.250
C -0.256 -3.326 -0.816
Cl -0.147 -5.007 -1.132
C -1.112 -2.437 -1.499
C -1.131 -1.007 -1.437
Cl -1.980 -0.038 -2.737
O -1.326 1.858 -0.365
N -0.924 3.057 0.290
H 0.816 5.029 1.279
H 1.466 1.099 1.251
H 1.072 -1.040 1.169
H 1.128 -3.376 0.871
H -1.563 -2.949 -2.342
```

Kohn-Sham gap = 8.5125 eV
highest occupied orbital energy = -9.119 eV
ΔE to the lowest compared entry with this formula, charge and spin = 31.06 kcal/mol
LUMO = -0.61 eV
structure (SMILES) = O=Cc1cc(-c2ccc(Cl)cc2Cl)on1

C10H5ClNO5Sc | wB97M-V/def2-TZVPD

Geometry as XYZ:
```
23
Properties=species:S:1:pos:R:3
O -1.482 -0.931 -2.607
C -1.796 0.118 -1.999
Sc -0.607 -1.588 -0.935
C 1.635 -1.350 -1.942
O 2.728 -1.357 -2.258
C -0.950 1.336 -2.039
O -0.877 2.344 -1.347
C -2.568 -0.090 -0.632
O -3.471 0.499 -0.170
C 0.479 0.779 -2.267
O 1.399 1.186 -2.964
H -1.914 1.269 -2.628
Cl -0.226 -2.353 3.776
C 0.258 -1.131 2.674
C 1.100 -0.090 3.059
C 1.462 0.871 2.115
C 0.993 0.763 0.809
N 0.229 -0.276 0.445
C -0.208 -1.189 1.358
H 1.448 -0.051 4.086
H 2.104 1.709 2.366
H 1.219 1.499 0.042
H -0.953 -1.965 1.058
```

Kohn-Sham gap (alpha / beta) = 6.0934 / 6.8092 eV
highest occupied orbital energy (alpha / beta) = -16.619 / -16.918 eV
ΔE to the lowest compared entry with this formula, charge and spin = 106.27 kcal/mol
charge = +2
LUMO (alpha / beta) = -10.53 / -10.11 eV

C10H5F6NO4S | wB97M-V/def2-TZVPD

Geometry as XYZ:
```
27
Properties=species:S:1:pos:R:3
O -3.790 0.454 1.846
C -2.909 0.955 0.976
C -3.182 2.335 0.071
C -2.754 2.328 -1.385
F -2.903 3.512 -2.289
C -2.058 0.899 -1.907
O -2.354 0.350 -3.087
C -1.010 0.213 -0.799
S 0.642 -0.521 -1.352
O 1.121 -1.651 -0.382
O 0.534 -1.060 -2.828
C 1.884 0.883 -1.372
F 3.207 0.318 -0.933
F 2.101 1.461 -2.728
C 1.546 2.122 -0.353
F 2.785 2.986 -0.311
F 1.327 1.700 1.072
F 0.458 3.035 -0.852
C -1.442 0.217 0.656
H -3.655 3.297 0.574
H -0.746 -0.236 1.488
C 1.971 -4.281 1.999
C 1.652 -3.217 2.966
N 1.401 -2.377 3.730
H 1.956 -5.271 2.467
H 1.253 -4.304 1.172
H 2.965 -4.145 1.561
```

Kohn-Sham gap = 8.1444 eV
highest occupied orbital energy = -11.179 eV
LUMO = -3.03 eV
structure (SMILES) = O=C1C=C(F)C(=O)C(S(=O)(=O)C(F)(F)C(F)(F)F)=C1.CC#N

C10H5InNO5 | wB97M-V/def2-TZVPD

Geometry as XYZ:
```
22
Properties=species:S:1:pos:R:3
O 0.000 3.786 -1.361
C 0.000 2.711 -0.977
In 0.000 0.275 0.021
O 0.000 -1.169 -2.945
C 0.000 -0.671 -1.909
C 0.004 -1.847 0.664
O -0.001 -2.959 1.063
C -2.017 0.015 0.002
O -3.160 -0.097 0.033
C 2.017 0.014 0.002
O 3.160 -0.097 0.033
C 0.072 1.543 4.701
C 0.554 2.370 3.713
C 0.517 1.958 2.389
N -0.006 0.780 2.150
C -0.496 -0.049 3.021
C -0.464 0.319 4.363
H 0.106 1.837 5.753
H 0.978 3.350 3.969
H 0.924 2.617 1.585
H -0.934 -1.041 2.766
H -0.855 -0.371 5.113
```

Kohn-Sham gap = 7.4337 eV
highest occupied orbital energy = -21.037 eV
charge = +3
LUMO = -13.60 eV

C10H5NO3 | wB97M-V/def2-TZVPD

Geometry as XYZ:
```
19
Properties=species:S:1:pos:R:3
C -0.154 -1.226 -2.069
C 1.020 -1.634 -1.849
C -0.223 1.701 1.498
C 1.033 1.188 1.871
C -0.864 1.173 0.430
C 1.627 0.180 1.197
C -0.826 -0.255 -1.544
C 1.687 -1.244 -0.765
C -0.259 0.235 -0.404
C 1.015 -0.284 0.017
N -3.626 -0.284 -1.192
O -4.259 0.203 -0.308
O -3.995 -1.066 -2.038
O 2.967 -1.571 -0.458
H -0.653 2.355 2.132
H 1.524 1.498 2.758
H -1.676 1.781 0.072
H 2.494 -0.310 1.441
H 3.169 -2.439 -0.791
```

Kohn-Sham gap (alpha / beta) = 6.8197 / 6.4340 eV
highest occupied orbital energy (alpha / beta) = -8.349 / -8.519 eV
ΔE to the lowest compared entry with this formula, charge and spin = 106.64 kcal/mol
LUMO (alpha / beta) = -1.53 / -2.08 eV

C10H6Br2Cl3GeHgNO | wB97M-V/def2-TZVPD

Geometry as XYZ:
```
25
Properties=species:S:1:pos:R:3
Hg -0.230 0.023 -0.378
C 2.878 -1.445 -1.172
C 2.993 -0.769 0.164
C 4.192 -0.762 0.898
C 4.239 -0.136 2.113
C 3.090 0.487 2.641
C 3.026 1.145 3.887
Br 4.568 1.259 4.995
C 1.858 1.708 4.320
C 0.710 1.643 3.527
Br -0.891 2.425 4.159
C 0.678 1.018 2.284
O -0.404 0.961 1.569
C 1.916 0.430 1.849
N 1.916 -0.183 0.644
H 3.831 -1.864 -1.488
H 2.542 -0.735 -1.929
H 2.146 -2.254 -1.116
H 5.069 -1.249 0.495
H 5.158 -0.111 2.683
H 1.811 2.210 5.275
Cl -1.299 -3.525 -1.262
Ge -1.445 -1.532 -2.077
Cl -0.431 -1.611 -3.977
Cl -3.513 -1.212 -2.512
```

Kohn-Sham gap = 6.9251 eV
highest occupied orbital energy = -8.061 eV
ΔE to the lowest compared entry with this formula, charge and spin = 5.78 kcal/mol
LUMO = -1.14 eV

Number 1: energy -1509.57717 Ha. Number 2: energy -2035.04893 Ha. Number 3: energy -1736.70239 Ha. Number 4: energy -1003.82197 Ha. Number 5: energy -664.19788 Ha. Number 6: energy -9273.77347 Ha.